Entry 1:
{"formula": "C20H55NO12", "method": "ωB97M-V with the def2-TZVPD basis set", "species": ["C", "O", "C", "C", "N", "C", "C", "O", "C", "H", "H", "H", "H", "H", "H", "H", "H", "H", "H", "H", "H", "H", "H", "H", "C", "C", "C", "O", "H", "H", "H", "H", "H", "H", "H", "H", "C", "C", "C", "O", "H", "H", "H", "H", "H", "H", "H", "H", "O", "C", "C", "O", "H", "H", "H", "H", "H", "H", "O", "C", "C", "O", "H", "H", "H", "H", "H", "H", "O", "C", "C", "O", "H", "H", "H", "H", "H", "H", "O", "C", "C", "O", "H", "H", "H", "H", "H", "H"], "coordinates": [[5.180, -2.026, 1.942], [5.272, -2.099, 3.363], [4.326, -1.356, 4.070], [4.448, -1.683, 5.614], [3.347, -1.002, 6.310], [3.337, -1.263, 7.765], [4.507, -0.571, 8.624], [4.120, 0.848, 8.729], [4.934, 1.619, 9.638], [5.326, -1.029, 1.527], [4.181, -2.413, 1.739], [5.929, -2.667, 1.476], [3.375, -1.844, 3.857], [4.274, -0.312, 3.759], [5.388, -1.383, 6.078], [4.303, -2.749, 5.786], [3.501, -0.011, 6.193], [3.431, -2.341, 7.897], [2.327, -1.112, 8.148], [5.472, -0.535, 8.118], [4.605, -1.172, 9.528], [5.969, 1.558, 9.299], [5.002, 1.122, 10.606], [4.560, 2.627, 9.816], [4.012, 8.883, -1.021], [3.558, 7.831, -2.058], [2.456, 7.007, -1.428], [3.019, 8.439, -3.183], [4.317, 8.462, -0.064], [3.224, 9.574, -0.722], [4.811, 9.512, -1.415], [4.453, 7.250, -2.279], [2.028, 6.330, -2.166], [1.616, 7.579, -1.035], [2.628, 6.408, -0.534], [3.659, 8.480, -3.898], [-1.431, -0.724, -3.806], [-2.339, -1.959, -3.639], [-1.404, -3.178, -3.938], [-3.008, -2.084, -2.369], [-0.904, -0.964, -4.728], [-0.816, -0.640, -2.910], [-1.869, 0.273, -3.866], [-3.128, -1.972, -4.391], [-0.525, -3.272, -3.301], [-1.044, -3.062, -4.960], [-1.937, -4.122, -3.825], [-3.408, -1.252, -2.106], [0.669, -9.401, 2.193], [1.702, -8.446, 2.263], [3.115, -9.041, 2.482], [3.316, -9.700, 3.721], [-0.101, -8.896, 1.921], [1.704, -7.813, 1.376], [1.541, -7.831, 3.148], [3.834, -8.223, 2.531], [3.353, -9.779, 1.716], [2.610, -10.350, 3.732], [-1.908, 5.184, -10.139], [-0.893, 5.669, -9.200], [-0.088, 6.923, -9.696], [-0.954, 7.995, -10.023], [-2.700, 5.724, -10.181], [-1.355, 6.057, -8.292], [-0.248, 4.838, -8.913], [0.539, 6.645, -10.544], [0.663, 7.325, -9.017], [-0.966, 8.058, -10.981], [-5.445, -7.027, 0.937], [-6.423, -6.658, 1.850], [-7.676, -7.594, 1.598], [-8.778, -7.239, 2.473], [-5.362, -6.220, 0.423], [-6.011, -6.726, 2.857], [-6.761, -5.638, 1.665], [-7.462, -8.644, 1.793], [-8.041, -7.626, 0.571], [-9.364, -6.648, 1.994], [-6.267, 2.959, -1.937], [-7.397, 3.588, -2.563], [-6.773, 4.455, -3.708], [-6.032, 5.569, -3.212], [-5.798, 3.550, -1.343], [-8.014, 2.862, -3.092], [-8.056, 4.181, -1.929], [-7.473, 4.877, -4.429], [-6.042, 3.932, -4.325], [-5.742, 6.101, -3.957]], "lumo_ev": 0.5, "smiles": "COCCNCCOC.CC(C)O.CC(C)O.OCCO.OCCO.OCCO.OCCO", "spin_multiplicity": 1}

***

Entry 2:
{"formula": "C20H56Cl6O24P6", "method": "ωB97M-V with the def2-TZVPD basis set", "species": ["C", "O", "P", "O", "O", "C", "O", "C", "H", "H", "H", "H", "H", "H", "H", "H", "H", "C", "O", "P", "O", "O", "C", "O", "C", "H", "H", "H", "H", "H", "H", "H", "H", "H", "C", "O", "P", "O", "O", "C", "O", "C", "H", "H", "H", "H", "H", "H", "H", "H", "H", "C", "O", "P", "O", "O", "C", "O", "C", "H", "H", "H", "H", "H", "H", "H", "H", "H", "C", "O", "P", "O", "O", "C", "O", "C", "H", "H", "H", "H", "H", "H", "H", "H", "H", "C", "O", "P", "O", "O", "C", "O", "C", "H", "H", "H", "H", "H", "H", "H", "H", "H", "Cl", "C", "Cl", "Cl", "H", "Cl", "C", "Cl", "Cl", "H"], "coordinates": [[4.244, 4.268, 2.759], [3.688, 3.371, 3.708], [3.075, 1.975, 3.216], [1.765, 2.069, 2.561], [4.190, 1.367, 2.255], [4.169, 1.550, 0.824], [3.143, 1.048, 4.507], [4.419, 0.952, 5.149], [5.095, 3.903, 2.187], [4.624, 5.134, 3.304], [3.458, 4.679, 2.124], [3.155, 1.759, 0.484], [4.426, 0.629, 0.306], [4.834, 2.381, 0.610], [4.751, -0.064, 4.944], [4.415, 1.082, 6.238], [5.122, 1.759, 4.935], [4.653, 0.148, -8.029], [4.645, 0.397, -6.611], [5.443, -0.477, -5.538], [6.865, -0.728, -5.797], [4.531, -1.748, -5.294], [4.742, -2.940, -6.055], [5.180, 0.351, -4.178], [3.866, 0.306, -3.607], [3.667, -0.156, -8.365], [5.423, -0.582, -8.273], [4.944, 1.088, -8.492], [4.985, -3.759, -5.381], [5.626, -2.829, -6.690], [3.879, -3.139, -6.687], [3.103, -0.193, -4.197], [3.522, 1.335, -3.477], [3.927, -0.141, -2.619], [-5.377, 4.719, -2.803], [-5.507, 3.384, -3.345], [-4.483, 2.932, -4.516], [-4.230, 3.942, -5.560], [-5.244, 1.625, -5.024], [-5.837, 1.404, -6.294], [-3.193, 2.361, -3.756], [-3.224, 1.090, -3.103], [-5.119, 5.442, -3.574], [-4.589, 4.731, -2.051], [-6.357, 4.906, -2.377], [-5.463, 2.067, -7.074], [-6.908, 1.527, -6.144], [-5.606, 0.398, -6.642], [-2.797, 1.166, -2.106], [-2.672, 0.395, -3.740], [-4.238, 0.698, -3.013], [0.104, -4.307, 5.449], [1.026, -4.209, 4.357], [2.473, -3.573, 4.562], [3.543, -4.214, 3.785], [2.321, -2.025, 4.234], [2.155, -1.525, 2.910], [2.693, -3.584, 6.136], [3.777, -2.985, 6.795], [-0.725, -3.631, 5.248], [0.491, -4.157, 6.452], [-0.332, -5.307, 5.445], [1.400, -2.123, 2.389], [3.172, -1.397, 2.546], [1.564, -0.605, 2.908], [4.738, -3.497, 6.795], [3.536, -2.820, 7.848], [3.923, -1.957, 6.451], [-2.259, 4.527, 0.233], [-2.879, 3.337, -0.206], [-3.562, 2.341, 0.849], [-4.167, 1.160, 0.269], [-2.409, 2.162, 1.922], [-1.368, 1.208, 1.704], [-4.555, 3.387, 1.603], [-5.955, 3.202, 1.659], [-1.649, 4.378, 1.126], [-2.907, 5.390, 0.387], [-1.541, 4.840, -0.528], [-1.272, 0.556, 2.570], [-0.453, 1.792, 1.591], [-1.458, 0.624, 0.787], [-6.361, 2.558, 0.873], [-6.431, 4.164, 1.466], [-6.262, 2.784, 2.617], [-4.605, -1.287, 3.203], [-4.083, -1.138, 1.887], [-2.704, -1.859, 1.570], [-1.637, -1.602, 2.532], [-3.077, -3.419, 1.414], [-4.209, -3.787, 0.621], [-2.286, -1.330, 0.119], [-3.237, -0.980, -0.873], [-5.237, -2.180, 3.217], [-5.234, -0.451, 3.503], [-3.800, -1.393, 3.931], [-4.946, -3.004, 0.447], [-4.677, -4.681, 1.025], [-3.843, -4.079, -0.367], [-3.449, -1.714, -1.656], [-2.782, -0.194, -1.485], [-4.148, -0.544, -0.467], [1.043, -4.050, 0.550], [2.622, -4.787, 0.926], [3.740, -4.392, -0.343], [2.554, -6.522, 1.220], [3.026, -4.313, 1.817], [2.121, -2.051, -1.952], [0.714, -1.372, -1.101], [-0.356, -0.520, -2.168], [1.320, -0.303, 0.167], [0.069, -2.130, -0.669]], "lumo_ev": 0.5, "smiles": "COP(=O)(OC)OC.COP(=O)(OC)OC.COP(=O)(OC)OC.COP(=O)(OC)OC.COP(=O)(OC)OC.COP(=O)(OC)OC.ClC(Cl)Cl.ClC(Cl)Cl", "spin_multiplicity": 1, "de_lowest_kcal_mol": 59.98}